# C6H13ClF2N5O

An isolated ion of composition C6H13ClF2N5O and charge +1 in a non-equilibrium geometry (wB97M-V/def2-TZVPD, the Open Molecules 2025 dataset).

XYZ file:
```
28
Properties=species:S:1:pos:R:3:forces:R:3:nbo_charge:R:1
C -1.71808 3.26955 -0.47034 -4.6 -1.6 3.1 -0.4068
N -1.54414 1.84324 -0.38190 -0.2 0.5 1.2 -0.5729
C -0.61425 1.48276 0.52309 1.3 -0.3 1.6 0.2721
N 0.96858 1.78714 0.19772 -1.1 -2.3 -0.2 -0.5883
C 1.82610 0.80642 0.12002 -0.9 -0.9 0.2 0.4510
Cl 3.47772 0.96236 -0.07438 0.5 0.9 -0.1 0.1900
N 1.41941 -0.47172 0.21356 -1.0 -0.4 -0.2 -0.1427
O 2.36649 -1.41668 0.20337 0.6 -1.1 0.5 -0.3272
C 2.50965 -2.10900 -1.05779 -2.9 0.6 -0.9 -0.2599
C 0.00355 -0.86680 0.28508 -0.1 -1.3 -0.9 0.7246
F -0.49444 -0.63634 -1.05325 0.4 0.1 0.7 -0.3813
N -0.33722 -2.23856 0.70356 1.4 4.4 1.1 -0.5718
C -1.74564 -2.41582 0.60040 -1.3 1.7 3.2 -0.4205
N -0.69053 0.13444 1.01912 -0.3 -0.1 1.6 -0.0533
F -0.12358 0.08365 2.36222 -0.5 0.4 -1.8 -0.2266
H -2.48179 3.49820 -1.18227 -0.5 0.1 -0.4 0.2341
H -2.16182 3.51821 0.57677 1.3 0.5 -1.9 0.2170
H -0.85763 3.64361 -0.78711 3.7 2.7 -0.8 0.1759
H -1.53698 1.37989 -1.21281 -0.1 -1.7 -2.7 0.3928
H -0.73346 2.12484 1.36995 0.0 0.2 0.8 0.2423
H 1.30211 2.69898 0.12462 0.6 1.8 -0.1 0.4308
H 3.40548 -2.66781 -0.91568 0.6 -0.3 -0.4 0.2333
H 2.46459 -1.33869 -1.89931 0.6 -1.2 0.9 0.1993
H 1.59596 -2.80757 -1.20010 1.7 0.9 0.1 0.1766
H 0.07138 -2.88059 0.10716 1.5 -1.4 -1.2 0.3781
H -2.05758 -2.14537 -0.32756 -1.4 0.7 -2.7 0.1879
H -1.97602 -3.40412 0.77565 -0.4 -2.3 0.3 0.2250
H -2.33788 -1.83421 1.38020 1.0 -0.6 -1.0 0.2205
```
Positions in Å, forces in eV/Å.

Calculated values
SMILES = CN[C@@H]1[NH+]=C(Cl)N(OC)[C@@](F)(NC)N1F
Total charge = +1
HOMO-LUMO gap = 10.349 eV
2S+1 = 1
E_LUMO = -3.41 eV

***

# C3H4N2O2S

One molecule with the formula C3H4N2O2S in a non-equilibrium geometry (wB97M-V/def2-TZVPD, the Open Molecules 2025 dataset).

XYZ file:
```
12
Properties=species:S:1:pos:R:3:forces:R:3:nbo_charge:R:1
O -2.42375 -1.50774 -0.03555 0.7 0.6 0.0 -0.5148
C -1.35193 -0.96524 -0.04341 -0.1 0.6 0.1 0.4385
C -1.07425 0.56858 0.19335 -1.4 -0.3 -1.4 -0.3251
N 0.09989 0.97835 -0.53177 -1.5 -0.3 -0.8 -0.4639
N 1.24336 0.41126 -0.02885 1.2 -0.6 0.3 -0.4885
C 1.53651 -0.93157 -0.06945 -0.2 0.8 -0.2 0.5184
O 2.64330 -1.39202 0.07613 -0.4 0.2 0.1 -0.5767
S 0.11891 -2.00900 -0.24401 -0.3 -0.1 -0.2 0.1836
H -1.95587 1.20217 -0.14298 1.0 -1.1 0.4 0.2352
H -0.92411 0.67783 1.23941 -0.1 0.1 1.3 0.2018
H 0.11684 1.97179 -0.73124 0.6 -0.4 0.2 0.3922
H 1.97111 0.99560 0.31836 0.5 0.4 0.2 0.3993
```
Positions in Å, forces in eV/Å.

Calculated values
SMILES = O=C1CNNC(=O)S1
Total charge = 0
HOMO-LUMO gap = 9.793 eV
2S+1 = 1
E_LUMO = 0.47 eV

***

# C3Cl3F2N

A 2-piece molecular cluster, C3Cl3F2N overall in a non-equilibrium geometry (wB97M-V/def2-TZVPD, the Open Molecules 2025 dataset).

XYZ file:
```
9
Properties=species:S:1:pos:R:3:forces:R:3:nbo_charge:R:1
C 2.20051 -2.01537 0.05614 -0.3 0.2 -0.5 0.1338
C -1.26311 0.00887 0.13419 -1.6 -0.1 0.8 -0.2868
C -1.22227 1.46530 0.17210 -0.1 1.3 -1.1 0.6310
N 2.13214 -1.51642 -0.97177 0.2 0.3 -0.7 -0.3107
F -1.66881 2.22333 1.15982 0.3 -0.9 0.2 -0.2742
F -1.25460 2.26086 -0.91329 -0.5 -0.4 0.1 -0.3050
Cl 2.11057 -2.70268 1.49703 0.1 -0.5 1.1 0.1778
Cl -1.52079 -0.59501 -1.44094 0.1 -0.1 -0.4 0.0488
Cl 0.48637 0.87112 0.30671 1.8 0.3 0.5 0.1854
```
Positions in Å, forces in eV/Å.

Calculated values
Total charge = 0
HOMO-LUMO gap = 9.359 eV
2S+1 = 1
E_LUMO = 0.18 eV

***

# C11H18N9PbS

C11H18N9PbS as an isolated structure in a non-equilibrium geometry (wB97M-V/def2-TZVPD, the Open Molecules 2025 dataset).

XYZ file:
```
40
Properties=species:S:1:pos:R:3:forces:R:3:nbo_charge:R:1
Pb 9.13502 9.39237 3.88672 -0.3 0.5 0.1 1.3958
N 8.58079 9.84715 6.21840 -1.4 0.7 -0.6 -0.8613
C 7.16650 10.16692 6.61988 1.1 -1.0 -0.2 -0.2341
C 6.32971 10.78680 5.53058 0.6 0.4 0.2 -0.2254
N 6.18077 9.91974 4.38271 0.4 0.4 -0.9 -0.6688
C 5.40610 8.66783 4.40909 -0.3 1.4 0.0 -0.2435
C 6.28344 7.48041 4.59830 0.8 -0.8 -0.3 -0.2258
N 7.40381 7.46769 3.63797 0.4 0.4 -0.3 -0.8703
H 8.98064 9.10602 6.75606 0.1 -0.7 0.3 0.4113
H 9.13040 10.64447 6.43468 0.9 0.9 0.0 0.4029
H 7.15209 10.76163 7.51625 0.0 0.4 0.3 0.2142
H 6.75022 9.22298 6.87075 -0.6 -0.8 0.4 0.1947
H 6.96391 11.63472 5.14089 -1.3 -0.2 0.6 0.2051
H 5.37532 11.04466 6.07398 0.7 0.4 -1.0 0.2059
H 6.12054 10.48097 3.51996 -0.4 -0.8 0.8 0.3955
H 4.85330 8.60092 3.47698 0.0 -0.1 -0.3 0.2137
H 4.62553 8.65175 5.18716 0.3 0.2 0.0 0.2145
H 5.66579 6.59192 4.47358 0.0 -0.2 0.3 0.2109
H 6.74249 7.52196 5.58496 -0.1 -0.4 0.1 0.1936
H 7.08004 7.58248 2.68155 -0.1 -0.3 0.0 0.3802
H 8.00756 6.64030 3.68178 -0.5 0.3 0.2 0.4129
N 13.67400 10.57378 4.72832 0.9 -0.9 0.4 -0.3185
C 12.64690 9.80199 5.08403 -0.4 -0.4 0.6 0.1945
N 11.52344 10.51740 5.06260 0.8 0.6 -0.3 -0.5417
C 11.99685 11.76860 4.70011 -0.4 0.6 -0.2 0.2636
N 13.30066 11.81478 4.50425 -1.0 1.0 -0.3 -0.2389
C 11.12025 12.98807 4.61854 -0.5 -1.6 1.1 0.1165
C 11.57247 14.26840 4.87843 -0.4 -0.6 -0.4 0.0334
N 10.73839 15.29768 4.88908 0.4 0.5 1.2 -0.3400
C 9.44210 15.03941 4.92642 0.8 -0.2 -1.4 0.0081
C 8.98638 13.74934 4.69765 0.0 0.4 -0.1 -0.0041
N 9.80514 12.72102 4.54368 -0.1 0.0 -0.3 -0.4165
H 14.66283 10.35336 4.68480 -0.3 -0.2 0.0 0.4351
H 12.76231 8.78395 5.47064 -0.1 0.4 -0.6 0.2478
H 12.60162 14.37655 5.12854 0.7 0.6 -0.3 0.2213
H 8.79026 15.89034 4.94031 -0.4 0.2 0.2 0.2152
H 7.92821 13.63882 4.54399 -0.4 -0.5 0.2 0.1925
S 12.24733 5.97162 4.97257 0.2 -0.3 0.3 -0.0845
C 10.97116 6.91165 4.97705 0.0 0.6 -0.6 0.1801
N 10.07871 7.69003 4.88734 0.1 -0.8 0.6 -0.8863
```
Positions in Å, forces in eV/Å.

Calculated values
Total charge = +1
HOMO-LUMO gap = 8.656 eV
2S+1 = 1
E_LUMO = -2.68 eV

***

# C2H3NOS

C2H3NOS as an isolated structure in a non-equilibrium geometry (wB97M-V/def2-TZVPD, the Open Molecules 2025 dataset).

XYZ file:
```
8
Properties=species:S:1:pos:R:3:forces:R:3:nbo_charge:R:1
C 0.40494 0.80104 -0.16961 3.8 3.3 2.0 0.2305
C 0.87334 -0.42020 -0.49892 -3.9 -1.5 -4.7 -0.0849
N 2.05214 -0.55293 -0.21514 6.1 -3.9 0.3 -0.5013
O 1.40963 1.67246 0.22774 -0.6 -1.8 1.7 -0.6832
S 3.55997 -0.35415 0.25033 -1.5 0.4 0.1 0.2344
H -0.58834 1.01322 -0.02114 -2.2 1.2 0.2 0.1755
H 2.35918 1.08244 0.75075 -2.7 2.0 -2.0 0.4448
H 0.31790 -0.98476 -1.40772 1.0 0.3 2.5 0.1842
```
Positions in Å, forces in eV/Å.

Calculated values
Total charge = 0
HOMO-LUMO gap (spin up / spin down) = 7.243 / 6.366 eV
2S+1 = 1
E_LUMO (spin up / spin down) = -1.06 / -1.38 eV

***

# C17H27CrN5O4

C17H27CrN5O4 as an isolated structure (wB97M-V/def2-TZVPD, the Open Molecules 2025 dataset).

XYZ file:
```
54
Properties=species:S:1:pos:R:3:forces:R:3:lowdin_spin:R:1
Cr 0.14114 0.23941 -0.17184 0.6 -0.5 0.0 0.9870
C -1.86888 2.18682 -2.40187 0.0 0.1 0.0 0.0001
C -1.96202 0.68059 -2.50622 0.0 -0.1 0.1 -0.0005
N -1.80771 0.00510 -1.18520 -0.2 0.1 -0.1 -0.0011
C -2.02467 -1.45292 -1.34263 0.0 0.2 0.0 0.0001
C -1.72990 -2.11812 -0.02354 0.1 0.0 0.1 -0.0001
N -0.36604 -1.75415 0.43175 -0.3 0.0 0.1 -0.0053
C -0.13975 -2.14547 1.84827 0.0 0.0 -0.1 -0.0002
C -0.95867 -1.33030 2.83727 0.0 0.0 0.1 0.0000
C -0.64966 0.15218 2.86408 -0.1 0.1 -0.2 0.0014
N -1.02435 0.82994 1.59333 -0.1 0.1 0.2 -0.0027
C -0.87985 2.30435 1.75663 0.0 -0.2 0.0 0.0015
C -1.02171 2.95237 0.40168 0.1 -0.1 -0.1 0.0004
N -0.12334 2.31687 -0.59965 -0.2 0.2 -0.1 0.0005
C -0.50342 2.71871 -1.98121 0.0 -0.1 0.2 0.0029
H -2.65128 2.57090 -1.74238 0.0 0.0 -0.1 0.0000
H -2.09831 2.60286 -3.38450 0.0 0.0 0.0 0.0000
H -1.16991 0.29413 -3.13807 0.0 0.0 -0.1 -0.0001
H -2.91996 0.38853 -2.94545 -0.1 0.0 0.1 -0.0001
H -2.55711 0.35830 -0.59148 0.0 0.0 0.0 0.0000
H -1.35085 -1.79738 -2.12625 0.0 0.0 0.0 0.0000
H -3.04768 -1.66435 -1.66225 0.0 0.0 0.0 0.0001
H -1.84297 -3.20246 -0.08878 0.0 0.0 0.0 -0.0002
H -2.43966 -1.76472 0.72425 0.0 0.0 0.0 0.0000
H 0.29225 -2.29051 -0.12480 -0.1 -0.2 0.0 0.0015
H 0.92673 -2.03175 2.04980 0.0 0.0 0.0 0.0001
H -0.38743 -3.20370 1.96843 0.0 0.0 0.0 -0.0006
H -0.76363 -1.73138 3.83342 0.0 0.0 0.0 0.0000
H -2.02807 -1.48631 2.67069 0.0 0.0 0.1 0.0000
H 0.41033 0.33719 3.02264 0.0 0.0 0.0 0.0001
H -1.18830 0.62560 3.68934 0.0 0.0 0.0 0.0000
H -2.01436 0.64264 1.44392 0.0 0.0 0.0 0.0002
H 0.10616 2.47775 2.16963 0.0 0.1 0.1 0.0001
H -1.62588 2.69326 2.45317 -0.1 0.0 0.0 -0.0002
H -0.84214 4.02776 0.46118 0.0 0.0 0.0 -0.0003
H -2.04238 2.81825 0.04699 0.0 0.0 0.1 0.0001
H 0.82746 2.62578 -0.41304 0.0 0.1 0.0 0.0002
H 0.27272 2.34789 -2.64978 0.0 0.0 0.0 -0.0001
H -0.51203 3.81040 -2.04169 0.0 0.0 0.0 0.0005
O 3.05171 0.95763 2.61948 0.0 0.0 0.0 -0.0004
C 2.48339 0.61974 1.60922 -0.1 0.0 0.0 0.0005
O 1.41550 1.15635 1.09087 0.1 0.3 0.3 -0.0059
C 2.94705 -0.49212 0.72023 0.1 -0.2 0.0 0.0006
C 4.18730 -1.10276 0.70709 0.0 0.0 0.0 -0.0009
C 4.47874 -1.96542 -0.34153 0.0 0.0 0.0 0.0009
C 3.55464 -2.14597 -1.36547 0.0 0.0 0.0 -0.0009
C 2.34512 -1.48819 -1.26269 0.1 -0.1 0.0 -0.0010
N 2.03784 -0.74072 -0.21088 0.3 0.3 -0.1 -0.0144
C 1.27683 -1.34899 -2.30688 -0.1 0.1 0.0 0.0034
O 1.13851 -2.09592 -3.24356 0.0 0.0 0.0 0.0122
O 0.53661 -0.30653 -2.01989 -0.1 -0.1 -0.3 0.0206
H 4.90413 -0.87303 1.48300 0.0 0.0 0.0 -0.0001
H 5.44067 -2.45858 -0.38801 0.0 0.0 0.0 0.0001
H 3.76707 -2.74956 -2.23681 0.0 0.0 0.0 -0.0002
```
Positions in Å, forces in eV/Å.

Calculated values
Expectation value of S² = 0.791
Total charge = +1
HOMO-LUMO gap (spin up / spin down) = 9.251 / 8.589 eV
2S+1 = 2
E_LUMO (spin up / spin down) = -2.85 / -3.09 eV